Density functional theory data (ωB97M-V with the def2-TZVPD basis set) for C31H23AsGeNO11PtS as an isolated structure at a distorted geometry.

Properties
molar mass: 960.198 g mol⁻¹
relative energy (zero: lowest compared OMol25 entry of this formula, charge and spin): 16.11 kcal per mole
max |F|: 1.09 eV/Å
Kohn-Sham gap (spin up / spin down): 7.2 / 7.7 eV
spin multiplicity: 2
electronic energy: -187968.40399 eV

CARTESIAN COORDINATES (ANGSTROEM)
Pt 0.173 2.043 0.364
O -3.419 6.165 -1.888
C -2.596 5.190 -1.455
C -2.960 3.841 -1.490
C -2.052 2.918 -1.027
N -0.863 3.329 -0.600
C -0.506 4.605 -0.493
C -1.360 5.586 -0.937
C 0.844 4.779 0.213
O 1.394 5.854 0.193
O 1.286 3.695 0.793
C -2.272 1.420 -0.859
O -3.311 0.904 -1.202
O -1.249 0.779 -0.338
H -4.253 5.790 -2.192
H -3.928 3.502 -1.835
H -1.079 6.627 -0.863
O 1.443 -2.767 1.932
As 0.282 -0.177 2.817
O 1.295 -0.851 3.879
O 1.042 0.387 1.373
C -1.432 -0.958 2.492
C -1.684 -2.244 2.047
C -3.004 -2.654 1.923
C -4.046 -1.799 2.262
C -3.790 -0.522 2.738
C -2.473 -0.114 2.844
S -2.034 1.511 3.401
O -2.226 2.430 2.323
O -2.639 1.787 4.659
O -0.485 1.251 3.644
H 1.239 -2.705 2.878
H -0.871 -2.913 1.794
H -3.219 -3.650 1.561
H -5.070 -2.133 2.160
H -4.595 0.142 3.023
C 4.943 -3.308 1.262
C 3.850 -3.212 2.059
C 2.765 -2.228 1.764
C 2.827 -1.675 0.385
C 3.944 -1.798 -0.385
C 5.042 -2.568 0.060
Ge 1.218 -0.916 -0.337
C -0.060 -2.264 -0.884
C -1.349 -2.055 -1.371
C -2.107 -3.131 -1.806
C -1.599 -4.422 -1.742
C -0.324 -4.640 -1.241
C 0.438 -3.568 -0.801
C 1.686 0.354 -1.718
C 1.008 0.372 -2.932
C 1.286 1.361 -3.868
C 2.232 2.337 -3.586
C 2.926 2.320 -2.383
C 2.646 1.337 -1.447
H 5.747 -3.981 1.532
H 3.760 -3.803 2.962
H 2.873 -1.381 2.465
H 3.987 -1.336 -1.366
H 5.925 -2.652 -0.558
H -1.773 -1.066 -1.401
H -3.106 -2.957 -2.186
H -2.200 -5.258 -2.076
H 0.075 -5.644 -1.179
H 1.424 -3.753 -0.395
H 0.257 -0.379 -3.149
H 0.764 1.370 -4.816
H 2.434 3.114 -4.313
H 3.655 3.087 -2.155
H 3.226 1.293 -0.531

Atoms 1-2, force components in eV/Å:
-0.37 0.11 -0.10
0.01 0.00 0.01

Density functional theory data (ωB97M-V with the def2-TZVPD basis set) for C48H45HgN3O6S2 as an isolated structure at a distorted geometry.

Properties
molar mass: 1024.627 g mol⁻¹
total charge: -1
relative energy (zero: lowest compared OMol25 entry of this formula, charge and spin): 143.74 kcal per mole
max |F|: 3.96 eV/Å
Kohn-Sham gap (spin up / spin down): 4.6 / 4.6 eV
spin multiplicity: 2
electronic energy: -93101.31194 eV

CARTESIAN COORDINATES (ANGSTROEM)
Hg 0.278 0.227 -0.467
C 1.964 -1.322 2.064
O 1.800 -0.224 1.206
C 2.024 1.058 1.795
C 2.919 1.155 2.978
C 3.380 3.579 2.989
C 1.898 3.749 3.194
C 0.841 3.089 2.687
C 0.791 1.914 1.861
N -0.136 1.715 0.931
N -1.127 2.593 0.848
C -2.105 2.464 -0.077
C -2.291 1.429 -1.042
O -1.535 0.350 -1.175
C -3.413 1.494 -1.903
C -4.323 2.512 -1.867
C -4.162 3.567 -0.951
C -5.055 4.655 -0.923
C -4.858 5.708 -0.074
C -3.757 5.699 0.795
C -2.889 4.639 0.804
C -3.055 3.545 -0.062
H 3.011 -1.446 2.369
H 1.657 -2.199 1.495
H 1.341 -1.232 2.961
H 3.345 0.309 3.496
H 3.754 4.416 2.383
H 1.672 4.621 3.802
H -0.142 3.500 2.879
H -3.519 0.687 -2.617
H -5.161 2.535 -2.552
H -5.896 4.647 -1.607
H -5.535 6.552 -0.076
H -3.592 6.543 1.453
H -2.036 4.618 1.464
O 0.427 -2.059 -0.918
S -0.003 -3.456 -1.085
C -0.910 -3.925 0.480
C -2.279 -3.292 0.614
C -2.901 -3.491 2.002
C -2.146 -2.824 3.141
S -1.790 -0.989 2.912
O -1.044 -0.879 1.661
C -3.509 -0.501 2.572
C -4.396 -0.390 3.631
C -5.678 0.075 3.398
C -6.058 0.447 2.116
C -5.162 0.347 1.066
C -3.882 -0.132 1.293
C -1.427 -3.455 -2.210
C -1.987 -4.665 -2.594
C -3.022 -4.672 -3.511
C -3.483 -3.479 -4.049
C -2.911 -2.277 -3.663
C -1.875 -2.262 -2.745
H -0.236 -3.567 1.257
H -0.948 -5.015 0.500
H -2.960 -3.718 -0.126
H -2.180 -2.228 0.407
H -2.968 -4.565 2.214
H -3.919 -3.095 1.979
H -1.167 -3.278 3.292
H -2.708 -2.891 4.071
H -4.079 -0.654 4.630
H -6.377 0.166 4.217
H -7.053 0.831 1.943
H -5.441 0.661 0.072
H -3.166 -0.193 0.490
H -1.617 -5.589 -2.173
H -3.470 -5.608 -3.813
H -4.285 -3.490 -4.773
H -3.267 -1.348 -4.082
H -1.434 -1.327 -2.427
C 3.474 -3.060 -3.275
C 4.399 -1.879 -3.291
C 4.958 -1.454 -4.488
C 5.800 -0.357 -4.519
C 6.091 0.314 -3.351
C 5.534 -0.091 -2.138
N 5.937 0.544 -0.964
C 5.098 1.075 0.032
C 5.786 1.337 1.290
C 5.205 1.928 2.337
C 3.756 2.247 2.351
C 3.041 1.998 1.009
C 3.789 1.374 -0.114
C 3.050 1.386 -1.457
O 3.598 1.992 -2.370
O 1.910 0.823 -1.536
C 4.691 -1.210 -2.103
C 4.110 -1.714 -0.819
H 3.342 -3.456 -4.280
H 2.505 -2.762 -2.877
H 3.862 -3.855 -2.637
H 4.731 -1.982 -5.404
H 6.210 -0.015 -5.460
H 6.736 1.184 -3.370
H 6.762 1.116 -1.090
H 6.830 1.047 1.337
H 5.761 2.122 3.246
H 3.876 3.642 3.966
H 2.531 2.881 0.610
H 4.565 -1.234 0.039
H 4.248 -2.792 -0.731
H 3.040 -1.506 -0.795

Atoms 1-2, force components in eV/Å:
1.63 -1.19 -0.39
0.00 -0.29 0.19

Density functional theory data (ωB97M-V with the def2-TZVPD basis set) for a 10-piece molecular cluster, C45H60N10O15 overall at a distorted geometry.

Properties
molar mass: 981.030 g mol⁻¹
relative energy (zero: lowest compared OMol25 entry of this formula, charge and spin): 0.00 kcal per mole
max |F|: 3.95 eV/Å
Kohn-Sham gap: 8.2 eV
SMILES: O=[N+]([O-])c1ccccc1.O=[N+]([O-])c1ccccc1.O=[N+]([O-])c1ccccc1.O=[N+]([O-])c1ccccc1.O=[N+]([O-])c1ccccc1.CN(C)C=O.CN(C)C=O.CN(C)C=O.CN(C)C=O.CN(C)C=O
electronic energy: -93233.29024 eV

CARTESIAN COORDINATES (ANGSTROEM)
O 23.934 30.381 17.602
N 24.486 30.908 16.657
O 24.462 30.463 15.537
C 25.298 32.145 16.872
C 25.725 32.671 18.107
C 26.570 33.797 18.194
C 27.095 34.366 17.027
C 26.703 33.907 15.778
C 25.845 32.813 15.762
H 25.314 32.215 18.996
H 26.921 34.094 19.171
H 27.855 35.133 17.052
H 26.983 34.300 14.811
H 25.621 32.527 14.745
O 18.575 23.780 17.021
N 18.154 23.222 16.031
O 18.634 22.211 15.597
C 17.050 23.847 15.301
C 16.964 25.241 15.215
C 15.932 25.809 14.447
C 14.926 24.983 13.820
C 15.096 23.625 13.870
C 16.131 23.066 14.567
H 17.598 25.930 15.752
H 15.758 26.874 14.401
H 14.160 25.376 13.168
H 14.468 22.892 13.386
H 16.288 22.005 14.444
O 15.092 13.594 12.747
N 15.911 14.442 12.691
O 15.739 15.546 12.144
C 17.148 14.062 13.309
C 18.248 14.956 13.446
C 19.343 14.640 14.222
C 19.336 13.463 14.937
C 18.307 12.511 14.740
C 17.239 12.787 13.871
H 18.226 15.918 12.956
H 20.180 15.318 14.303
H 20.098 13.228 15.665
H 18.326 11.561 15.253
H 16.395 12.114 13.890
O 19.038 25.644 29.139
N 19.202 26.640 28.540
O 19.479 27.707 29.091
C 19.132 26.645 27.040
C 19.221 25.447 26.265
C 19.170 25.515 24.900
C 19.087 26.750 24.265
C 19.076 27.917 25.029
C 19.098 27.916 26.403
H 19.260 24.494 26.771
H 19.259 24.581 24.366
H 18.956 26.720 23.194
H 18.939 28.838 24.482
H 18.883 28.876 26.849
O 8.775 29.758 7.790
N 8.825 29.657 6.557
O 9.882 29.523 5.975
C 7.642 29.618 5.762
C 6.407 29.545 6.450
C 5.159 29.305 5.746
C 5.253 29.158 4.340
C 6.531 29.229 3.716
C 7.693 29.433 4.408
H 6.371 29.712 7.517
H 4.284 29.126 6.353
H 4.330 28.985 3.808
H 6.564 29.267 2.637
H 8.602 29.379 3.828
C 15.851 34.817 21.803
N 16.001 33.637 20.975
C 14.979 32.575 21.192
C 16.930 33.409 20.084
O 17.094 32.505 19.279
H 15.794 34.476 22.837
H 14.888 35.289 21.609
H 16.693 35.430 21.481
H 13.981 32.947 21.423
H 15.017 31.773 20.454
H 15.190 32.153 22.174
H 17.593 34.278 19.946
C 10.772 22.778 4.886
N 9.930 22.294 5.957
C 8.448 22.521 5.874
C 10.536 21.991 7.081
O 9.982 21.676 8.148
H 10.782 23.867 4.848
H 10.283 22.606 3.927
H 11.800 22.418 4.846
H 8.105 22.211 4.887
H 7.872 22.039 6.664
H 8.235 23.571 6.074
H 11.620 22.147 6.972
C 16.118 33.940 10.274
N 16.881 34.766 11.262
C 18.299 34.421 11.369
C 16.493 36.004 11.720
O 17.197 36.736 12.391
H 15.886 33.004 10.781
H 16.522 33.814 9.270
H 15.185 34.480 10.109
H 18.679 33.436 11.101
H 18.913 35.096 10.772
H 18.757 34.450 12.358
H 15.443 36.132 11.414
C 11.468 16.578 16.937
N 10.294 15.961 17.455
C 9.887 14.657 16.816
C 9.605 16.513 18.490
O 8.726 15.974 19.124
H 11.940 17.402 17.472
H 11.259 16.804 15.891
H 12.273 15.849 17.024
H 9.245 14.837 15.954
H 10.779 14.086 16.562
H 9.300 14.116 17.559
H 9.939 17.552 18.636
C 24.272 20.603 20.988
N 23.734 19.507 21.804
C 24.051 19.751 23.234
C 23.074 18.423 21.356
O 22.783 17.505 22.103
H 23.949 20.490 19.953
H 25.354 20.534 21.092
H 23.789 21.516 21.335
H 24.164 20.828 23.362
H 23.270 19.382 23.899
H 25.056 19.378 23.431
H 22.927 18.324 20.269

Atoms 1-2, force components in eV/Å:
0.20 0.55 0.34
0.35 0.23 0.61

Which value of max |F| does entry 2 give? 3.96 eV/Å

Which formula does entry 1 have? C31H23AsGeNO11PtS

Please write out number 1 again, unchanged.
Density functional theory data (ωB97M-V with the def2-TZVPD basis set) for C31H23AsGeNO11PtS as an isolated structure at a distorted geometry.

Properties
molar mass: 960.198 g mol⁻¹
relative energy (zero: lowest compared OMol25 entry of this formula, charge and spin): 16.11 kcal per mole
max |F|: 1.09 eV/Å
Kohn-Sham gap (spin up / spin down): 7.2 / 7.7 eV
spin multiplicity: 2
electronic energy: -187968.40399 eV

CARTESIAN COORDINATES (ANGSTROEM)
Pt 0.173 2.043 0.364
O -3.419 6.165 -1.888
C -2.596 5.190 -1.455
C -2.960 3.841 -1.490
C -2.052 2.918 -1.027
N -0.863 3.329 -0.600
C -0.506 4.605 -0.493
C -1.360 5.586 -0.937
C 0.844 4.779 0.213
O 1.394 5.854 0.193
O 1.286 3.695 0.793
C -2.272 1.420 -0.859
O -3.311 0.904 -1.202
O -1.249 0.779 -0.338
H -4.253 5.790 -2.192
H -3.928 3.502 -1.835
H -1.079 6.627 -0.863
O 1.443 -2.767 1.932
As 0.282 -0.177 2.817
O 1.295 -0.851 3.879
O 1.042 0.387 1.373
C -1.432 -0.958 2.492
C -1.684 -2.244 2.047
C -3.004 -2.654 1.923
C -4.046 -1.799 2.262
C -3.790 -0.522 2.738
C -2.473 -0.114 2.844
S -2.034 1.511 3.401
O -2.226 2.430 2.323
O -2.639 1.787 4.659
O -0.485 1.251 3.644
H 1.239 -2.705 2.878
H -0.871 -2.913 1.794
H -3.219 -3.650 1.561
H -5.070 -2.133 2.160
H -4.595 0.142 3.023
C 4.943 -3.308 1.262
C 3.850 -3.212 2.059
C 2.765 -2.228 1.764
C 2.827 -1.675 0.385
C 3.944 -1.798 -0.385
C 5.042 -2.568 0.060
Ge 1.218 -0.916 -0.337
C -0.060 -2.264 -0.884
C -1.349 -2.055 -1.371
C -2.107 -3.131 -1.806
C -1.599 -4.422 -1.742
C -0.324 -4.640 -1.241
C 0.438 -3.568 -0.801
C 1.686 0.354 -1.718
C 1.008 0.372 -2.932
C 1.286 1.361 -3.868
C 2.232 2.337 -3.586
C 2.926 2.320 -2.383
C 2.646 1.337 -1.447
H 5.747 -3.981 1.532
H 3.760 -3.803 2.962
H 2.873 -1.381 2.465
H 3.987 -1.336 -1.366
H 5.925 -2.652 -0.558
H -1.773 -1.066 -1.401
H -3.106 -2.957 -2.186
H -2.200 -5.258 -2.076
H 0.075 -5.644 -1.179
H 1.424 -3.753 -0.395
H 0.257 -0.379 -3.149
H 0.764 1.370 -4.816
H 2.434 3.114 -4.313
H 3.655 3.087 -2.155
H 3.226 1.293 -0.531

Atoms 1-2, force components in eV/Å:
-0.37 0.11 -0.10
0.01 0.00 0.01